--- 1 ---
The following is a DFT calculation (ωB97M-V with the def2-TZVPD basis set) of a 2-piece molecular cluster, C4H10S overall.

## Properties
- Multiplicity: 2
- Orbital gap (spin up / spin down): 8.8 / 3.6 eV
- Highest occupied orbital energy (spin up / spin down): -12.2 / -12.2 eV
- LUMO (spin up / spin down): -3.40 / -8.64 eV
- Net charge: +1

```
15
C4H10S, DFT ωB97M-V with the def2-TZVPD basis set
C 0.04984 4.04168 1.21791
C 1.03733 3.16862 1.07041
H -0.81370 3.72227 1.78672
H 0.24216 5.07509 0.96212
H 0.81724 2.12546 1.26747
H 2.08079 3.45716 1.05935
C 0.28519 -1.84343 -1.92917
S -1.08938 -1.54512 -0.82045
C -1.05312 -2.92929 0.28868
H 0.66001 -0.89883 -2.30528
H -0.04839 -2.45612 -2.76652
H 1.08847 -2.23802 -1.31039
H -0.17160 -3.07838 0.87567
H -1.88787 -2.81828 0.97563
H -1.19696 -3.78281 -0.37214
```


--- 2 ---
The following is a DFT calculation (ωB97M-V with the def2-TZVPD basis set) of a 2-piece molecular cluster, C4H10S overall.

## Properties
- Multiplicity: 2
- Orbital gap (spin up / spin down): 10.0 / 4.4 eV
- Highest occupied orbital energy (spin up / spin down): -13.9 / -13.6 eV
- LUMO (spin up / spin down): -3.87 / -9.14 eV
- Net charge: +1

```
15
C4H10S, DFT ωB97M-V with the def2-TZVPD basis set
C -1.30713 2.53736 1.11764
C -2.32431 1.67076 1.11016
H -0.30024 2.19555 1.48780
H -1.45093 3.61475 1.07640
H -2.22485 0.53958 1.35687
H -3.31992 1.91072 1.09135
C 2.07883 -1.69557 -0.85883
C 0.62808 -1.54129 -0.33267
S -0.46848 -0.72115 -1.48696
H 2.40532 -0.77069 -1.46521
H 2.16618 -2.61325 -1.51206
H 2.87175 -1.60856 -0.10487
H 0.24208 -2.58578 -0.34603
H 0.64783 -1.22986 0.69114
H 0.35580 0.29743 -1.82475
```


Relative energies, unit kJ/mol: 1 0.0; 2 67.0


--- 1 ---
The following is a DFT calculation (ωB97M-V with the def2-TZVPD basis set) of H26NeO13 as an isolated structure.

## Properties
- Orbital gap: 10.1 eV
- Highest occupied orbital energy: -10.5 eV
- LUMO: -0.39 eV

```
40
H26NeO13, DFT ωB97M-V with the def2-TZVPD basis set
Ne -0.61845 0.23436 -0.54023
O -2.33892 2.49953 -3.08863
H -2.49720 3.44260 -3.04637
H -1.69486 2.33321 -2.40033
O -0.67425 -1.55725 2.97999
H -0.12773 -2.29576 3.24858
H -0.05318 -0.85023 2.80502
O -2.68683 -0.56915 1.33293
H -2.13914 -0.98733 1.99730
H -2.76221 -1.22290 0.63782
O 1.96674 -0.43545 2.30620
H 1.71962 0.23189 1.66603
H 2.15647 -1.21303 1.78122
O -2.09193 2.10409 1.04380
H -2.23732 1.16377 0.93945
H -1.31719 2.16660 1.60246
O 2.32207 1.03687 -2.13711
H 2.26891 1.28397 -3.06034
H 3.26045 1.00430 -1.95104
O -3.02520 -2.31722 -1.09173
H -2.91190 -3.26669 -1.04816
H -2.91902 -2.10516 -2.01909
O -0.08064 3.47422 -0.51008
H -0.85932 3.10544 -0.09308
H 0.62579 2.87329 -0.27327
O 1.46041 -2.19903 -3.52057
H 0.89317 -1.97997 -4.25982
H 0.87583 -2.20361 -2.76263
O 2.30711 -2.73581 1.01742
H 2.14893 -3.17408 1.85356
H 1.44250 -2.67441 0.61130
O 1.84683 1.77635 0.52565
H 2.67632 2.01799 0.93770
H 2.09638 1.43002 -0.33110
O -0.07677 -2.56155 -1.24045
H -0.97581 -2.24180 -1.16482
H -0.12831 -3.48405 -0.99030
O 0.43999 2.42994 2.93581
H 0.78764 3.29377 3.15751
H 0.92099 2.17226 2.14938
```


--- 2 ---
The following is a DFT calculation (ωB97M-V with the def2-TZVPD basis set) of H26NeO13 as an isolated structure.

## Properties
- Orbital gap: 10.5 eV
- Highest occupied orbital energy: -10.5 eV
- LUMO: -0.03 eV

```
40
H26NeO13, DFT ωB97M-V with the def2-TZVPD basis set
Ne 19.34966 -18.30710 1.86761
O 18.41409 -14.72358 2.33724
H 18.88028 -15.09459 3.08641
H 17.57023 -14.44559 2.69341
O 16.70954 -17.94998 -0.60030
H 16.71498 -18.90648 -0.56419
H 16.58985 -17.67617 0.30906
O 16.35002 -17.01405 1.99490
H 17.06738 -16.40114 2.15603
H 15.60927 -16.64912 2.47900
O 20.28417 -14.95950 -0.20893
H 19.65684 -14.80336 0.49698
H 20.03105 -15.80843 -0.57152
O 19.55989 -17.47855 -1.07153
H 18.63287 -17.45878 -0.83388
H 19.80260 -18.40271 -1.01452
O 21.88829 -18.96508 1.31354
H 21.56378 -19.44953 0.55444
H 22.08867 -18.09290 0.97389
O 19.20148 -15.80561 4.83046
H 20.02420 -16.01993 5.27026
H 18.90491 -15.00069 5.25516
O 20.80540 -19.94492 -1.18748
H 20.43566 -20.77323 -1.49313
H 21.52240 -19.76342 -1.79510
O 17.27030 -20.65027 0.09488
H 16.75477 -21.29246 0.58279
H 17.09686 -20.85193 -0.82462
O 19.73067 -19.72524 5.82904
H 20.57319 -19.34889 6.08353
H 19.85111 -19.98826 4.91660
O 20.64970 -20.70065 3.37011
H 21.04023 -20.14341 2.69691
H 21.22156 -21.46729 3.40849
O 19.50992 -22.21672 0.58471
H 19.26443 -22.66971 1.39141
H 18.85698 -21.52313 0.49073
O 22.77257 -15.85178 1.37489
H 22.66218 -15.78121 2.32308
H 21.98474 -15.44801 1.01085
```


Relative energies, unit kJ/mol: 1 38.1; 2 0.0


--- 1 ---
The following is a DFT calculation (ωB97M-V with the def2-TZVPD basis set) of a 2-piece molecular cluster, C2H2I2NO overall.

## Properties
- Orbital gap: 4.5 eV
- Highest occupied orbital energy: -3.4 eV
- LUMO: 1.06 eV
- Net charge: -1

```
8
C2H2I2NO, DFT ωB97M-V with the def2-TZVPD basis set
C 0.44155 -0.06211 -0.19921
C -0.85175 0.25808 0.04119
N 1.35892 -1.09360 0.01847
O 1.00982 -2.25623 -0.28586
I -5.68859 -1.10339 -0.11944
I -1.52980 2.21940 0.11172
H 0.97908 0.85510 -0.40960
H -1.60979 -0.33191 0.44434
```


--- 2 ---
The following is a DFT calculation (ωB97M-V with the def2-TZVPD basis set) of an isolated ion of composition C2H2I2NO and charge -1.

## Properties
- Orbital gap (spin up / spin down): 6.5 / 6.5 eV
- Highest occupied orbital energy (spin up / spin down): -3.7 / -3.7 eV
- LUMO (spin up / spin down): 2.80 / 2.80 eV
- Net charge: -1

```
8
C2H2I2NO, DFT ωB97M-V with the def2-TZVPD basis set
C 0.61439 0.35195 0.24722
C -0.45838 -0.32915 -0.53022
N -0.57989 0.70884 0.71128
O -1.36519 0.88133 1.61009
I 2.22159 -1.61915 0.80704
I -1.07708 0.33071 -2.57956
H 1.36277 1.01927 0.33867
H -0.71821 -1.34380 -0.60451
```


Relative energies, unit kJ/mol: 1 0.0; 2 132.5


--- 1 ---
The following is a DFT calculation (ωB97M-V with the def2-TZVPD basis set) of a 2-piece molecular cluster, C7H11NO overall.

## Properties
- Orbital gap: 8.0 eV
- Highest occupied orbital energy: -7.6 eV
- LUMO: 0.43 eV

```
20
C7H11NO, DFT ωB97M-V with the def2-TZVPD basis set
C 0.45154 -1.25717 0.20567
C -0.25801 -1.06457 -0.91642
C 1.95675 -1.23506 0.20117
C -0.16875 -1.85848 1.43792
C 0.15494 1.36190 0.99087
C -1.14704 1.53970 -1.08316
N -1.72965 2.42723 -1.86944
C -0.51311 2.06297 0.06919
O 0.72484 1.15535 1.98515
H -2.22047 2.11168 -2.68985
H -1.73268 3.43833 -1.72374
H 0.21336 -0.78875 -1.84754
H -1.32142 -1.24324 -0.95438
H -0.49947 3.13278 0.28385
H 2.33564 -0.67332 1.05483
H 2.35077 -0.79677 -0.71500
H 2.35236 -2.25038 0.28817
H 0.17635 -2.89031 1.57395
H 0.13314 -1.30222 2.33052
H -1.25910 -1.86968 1.37823
```


--- 2 ---
The following is a DFT calculation (ωB97M-V with the def2-TZVPD basis set) of one molecule with the formula C7H11NO.

## Properties
- Orbital gap: 9.5 eV
- Highest occupied orbital energy: -8.6 eV
- LUMO: 0.93 eV

```
20
C7H11NO, DFT ωB97M-V with the def2-TZVPD basis set
C 1.95927 -0.00919 1.27295
C 1.43465 0.02301 0.02483
C 1.07935 -1.42422 -0.45313
C -1.38019 -1.38564 0.31927
C -1.87194 0.10211 0.30299
C -1.43004 1.31362 0.18126
C 0.90950 1.23702 -0.81752
H 2.47909 0.90601 1.53992
H 1.74089 -0.88523 1.99556
H 1.23483 -2.29075 0.29448
H 1.63051 -1.45947 -1.40389
H -0.69006 -2.31133 -1.10563
H -1.15120 -1.77254 1.41478
H -2.31966 -1.77428 0.09561
H -2.55907 0.17610 1.14656
H -2.13606 2.12165 0.48140
H 0.59009 0.93400 -1.87501
H 1.67464 2.06853 -1.11778
N -0.42504 -1.46704 -0.74461
O -0.21530 1.92705 -0.15472
```


--- 3 ---
The following is a DFT calculation (ωB97M-V with the def2-TZVPD basis set) of one molecule with the formula C7H11NO.

## Properties
- Orbital gap: 10.3 eV
- Highest occupied orbital energy: -9.5 eV
- LUMO: 0.83 eV

```
20
C7H11NO, DFT ωB97M-V with the def2-TZVPD basis set
C 0.41700 0.33638 -0.67354
C -0.17939 -0.40316 -1.87745
C 1.95082 0.15886 -0.67691
C -0.35955 -0.02736 0.58664
N 2.58326 -0.10991 0.49798
C -1.32201 0.96919 1.02557
C -0.26408 -1.20090 1.23606
C -2.64602 0.78543 0.94433
O 2.62817 0.30637 -1.68991
H 0.28781 1.41408 -0.85539
H 3.58965 -0.20576 0.46990
H 2.10810 -0.18815 1.38458
H -0.92722 1.91887 1.38038
H 0.35312 -0.16169 -2.80316
H -1.23198 -0.13513 -2.02136
H -0.12193 -1.48984 -1.74400
H 0.40814 -1.98527 0.90201
H -0.86564 -1.41418 2.11614
H -3.33666 1.56544 1.24755
H -3.07160 -0.13328 0.55058
```


Relative energies, unit kJ/mol: 1 269.7; 2 424.2; 3 0.0